C7H17GdN2O5S2 | ωB97M-V/def2-TZVPD

Last column: Löwdin charge in e.
Atoms and positions in Å:
C (-3.283, -0.721, -3.144)  -0.057
C (-1.815, -0.967, -2.778)  -0.454
C (-0.992, 0.094, -3.492)  -0.059
C (-1.755, -0.865, -1.269)  -0.195
S (-0.216, -1.448, -0.562)  0.557
O (0.843, -1.584, -1.626)  -0.607
O (-0.459, -2.735, 0.029)  -0.350
N (0.205, -0.321, 0.473)  -0.297
S (1.613, -0.630, 1.173)  0.534
O (2.666, 0.221, 0.680)  -0.295
O (2.021, -2.036, 1.132)  -0.447
C (1.334, -0.236, 2.869)  -0.152
C (0.822, 1.208, 3.146)  -0.347
O (1.544, 1.729, 4.253)  -0.008
C (1.077, 2.230, 2.052)  -0.141
N (2.447, 2.604, 1.985)  0.347
H (-3.937, -1.459, -2.696)  0.088
H (-3.423, -0.706, -4.213)  0.094
H (-3.579, 0.231, -2.718)  0.091
H (-1.583, -1.967, -3.126)  0.137
H (-1.435, 1.058, -3.280)  0.091
H (0.029, 0.143, -3.135)  0.061
H (-0.975, -0.103, -4.553)  0.094
H (-2.508, -1.512, -0.844)  0.119
H (-1.918, 0.143, -0.916)  0.118
H (0.587, -0.938, 3.217)  0.123
H (2.227, -0.449, 3.438)  0.126
H (-0.229, 1.242, 3.404)  0.161
H (1.391, 1.177, 5.035)  0.131
H (0.533, 3.138, 2.327)  0.174
H (0.715, 1.962, 1.060)  0.136
H (3.125, 1.885, 2.251)  0.152
H (2.721, 3.096, 1.134)  0.176
Gd (2.206, -3.486, -1.306)  1.900

Forces on the atoms, in the same order (eV/Å):
0.0687 -0.1181 0.5618
-0.6934 0.5329 -0.6434
0.3358 -0.2704 0.5472
0.6235 -0.2017 -0.1486
-1.0352 0.8707 0.0020
0.8035 -0.8844 -0.1537
0.3227 -1.2195 0.0127
0.5013 -0.5581 -0.0796
0.6422 -0.3380 0.2466
0.1344 0.9317 -0.0629
-0.1872 -0.7331 -0.7350
-1.1743 0.2335 -0.0325
0.8655 -0.0640 0.5306
0.0709 -0.1033 0.0583
-0.2511 0.6710 1.0409
-0.0625 -1.4069 -1.5743
-0.1627 -0.3135 -0.0737
-0.0722 0.0257 -0.2697
-0.1790 0.3635 -0.1544
0.3867 -0.3069 0.1151
-0.1708 0.3477 -0.2294
0.3011 -0.0782 -0.0395
-0.0679 0.1572 -0.3134
-0.0528 -0.2524 0.4177
0.0780 0.3456 0.0354
-0.2146 -0.2677 -0.0042
0.5444 0.0830 -0.1496
-0.3650 -0.3680 -0.3941
0.0255 0.2570 -0.0785
-0.1917 0.2322 -0.0458
-0.0011 -0.0284 -0.3123
0.2405 0.3908 0.5322
0.1673 0.5229 0.3313
-1.2304 1.5472 1.0627

Values from the calculation:
frontier orbital gap (alpha / beta)	8.467 / 5.613	eV
2S+1	8
HOMO level (alpha / beta)	-16.5 / -15.4	eV
E_LUMO (alpha / beta)	-8.017 / -9.835	eV
total charge	+2

---

C7H17N | ωB97M-V/def2-TZVPD

Last column: Löwdin charge in e.
Atoms and positions in Å:
C (-0.018, 3.312, -1.720)  -0.100
C (0.435, 2.741, -0.345)  -0.268
C (1.078, 1.357, -0.387)  -0.226
C (0.297, 0.286, -1.148)  -0.205
C (-0.712, -0.518, -0.337)  -0.249
N (-0.063, -1.669, 0.302)  -0.083
C (-0.775, -2.174, 1.484)  -0.313
C (-0.096, -3.449, 1.970)  -0.104
H (0.246, 4.376, -1.793)  0.067
H (-1.097, 3.493, -1.651)  0.068
H (0.303, 2.638, -2.503)  0.061
H (-0.396, 2.781, 0.373)  0.095
H (1.021, 3.462, 0.252)  0.101
H (1.233, 1.058, 0.664)  0.111
H (2.042, 1.425, -0.866)  0.101
H (0.993, -0.421, -1.619)  0.117
H (-0.282, 0.777, -1.924)  0.089
H (-1.249, 0.129, 0.386)  0.118
H (-1.464, -0.918, -1.010)  0.109
H (0.824, -1.347, 0.682)  0.101
H (-1.136, -1.422, 2.204)  0.107
H (-1.800, -2.458, 1.200)  0.104
H (-0.773, -4.164, 2.428)  0.060
H (0.366, -3.958, 1.124)  0.072
H (0.631, -3.280, 2.776)  0.066

Forces on the atoms, in the same order (eV/Å):
-0.5320 0.9762 1.9512
-0.5507 0.8775 0.8013
-0.1912 0.0800 0.5918
-0.3940 -0.0708 0.1660
0.1294 -0.2112 0.2757
-0.0370 0.6719 1.0816
-1.7339 -0.7592 -0.9286
0.2495 0.1205 1.0306
0.9374 -0.5020 -0.5432
-0.1369 -0.9641 -0.5993
-0.1310 0.5039 -0.5137
-0.5137 -0.7592 -0.4728
0.7770 -0.2868 -0.8335
0.1848 -0.1411 -0.3281
0.5209 0.2035 0.0011
-0.2431 0.1452 -0.0071
0.1140 0.0009 -0.4039
0.2307 -0.0615 -0.0985
-0.2600 -0.0666 -0.1151
0.1912 0.0195 -0.3029
1.2868 0.1967 0.5087
0.2203 -0.3393 -0.7963
-0.4462 0.0518 -0.0809
0.1009 0.1704 0.0791
0.2270 0.1437 -0.4635

Values from the calculation:
frontier orbital gap	10.074	eV
relative energy (zero: lowest compared OMol25 entry of this formula, charge and spin)	130.71	kJ/mol
HOMO level	-8.9	eV
E_LUMO	1.124	eV

---

C7H17N | ωB97M-V/def2-TZVPD

Last column: Löwdin charge in e.
Atoms and positions in Å:
C (-0.673, -1.509, -1.083)  -0.075
C (0.717, -1.306, -0.384)  -0.503
C (0.737, -2.273, 0.853)  -0.092
N (1.322, 0.039, -0.295)  0.066
C (0.385, 0.333, 0.598)  -0.189
C (-0.577, 1.496, 0.501)  -0.387
C (-1.926, 1.171, 1.169)  -0.063
C (-0.723, 1.974, -0.970)  -0.077
H (-0.772, -2.562, -1.429)  0.082
H (-1.490, -1.219, -0.335)  0.077
H (-0.760, -0.883, -2.003)  0.075
H (1.328, -1.870, -1.097)  0.120
H (1.695, -2.163, 1.445)  0.096
H (0.714, -3.332, 0.477)  0.086
H (-0.136, -2.078, 1.477)  0.056
H (0.590, 0.089, 1.700)  0.154
H (4.751, 1.291, -0.855)  0.008
H (3.988, 0.969, -0.719)  -0.012
H (-0.131, 2.336, 1.023)  0.136
H (-2.397, 0.391, 0.552)  0.067
H (-2.571, 1.995, 1.176)  0.056
H (-1.748, 0.809, 2.191)  0.084
H (-1.312, 1.203, -1.595)  0.091
H (0.277, 2.191, -1.377)  0.074
H (-1.289, 2.908, -1.020)  0.067

Forces on the atoms, in the same order (eV/Å):
-0.5157 1.0443 0.4141
1.0430 -4.5582 -1.0775
0.9205 -0.1517 -0.0375
-3.7927 0.4285 1.0255
3.1332 3.6442 0.9601
-0.4234 0.3587 -1.3387
1.4315 -1.6489 -0.4422
-0.7309 -0.8217 -0.2311
-0.0463 0.6097 0.5751
0.7173 -0.6188 -1.2384
0.0628 -0.3145 0.8132
0.6290 0.3769 -0.0116
-1.1181 0.0184 -0.5581
-0.1559 1.0190 0.3662
0.1736 -0.3448 0.2452
-1.1151 -1.2299 -1.2197
-2.3740 -1.0070 0.4319
2.3430 0.9976 -0.4322
0.3782 0.1005 0.5076
-0.0915 0.1030 0.4857
-0.8301 1.3191 0.0989
-0.2899 0.0058 -0.2329
1.2033 1.1914 0.8486
-0.4764 -0.4528 -0.1111
-0.0753 -0.0690 0.1588

Values from the calculation:
frontier orbital gap	8.147	eV
relative energy (zero: lowest compared OMol25 entry of this formula, charge and spin)	498.50	kJ/mol
HOMO level	-8.0	eV
E_LUMO	0.141	eV

---

C7H17N | ωB97M-V/def2-TZVPD

Last column: Löwdin charge in e.
Atoms and positions in Å:
C (-1.121, -0.036, 1.842)  -0.039
C (-1.577, 0.208, 0.404)  -0.354
C (-2.257, -1.051, -0.187)  -0.038
N (-0.634, 0.994, -0.567)  0.291
C (0.290, 0.098, -0.694)  -0.029
C (1.732, 0.291, -0.383)  -0.356
C (2.414, -1.042, -0.088)  -0.041
C (1.973, 1.331, 0.714)  -0.041
H (-2.000, -0.269, 2.440)  0.103
H (-0.417, -0.868, 1.930)  0.088
H (-0.669, 0.857, 2.271)  0.087
H (-2.421, 0.885, 0.491)  0.136
H (-2.488, -0.897, -1.240)  0.082
H (-3.188, -1.188, 0.358)  0.101
H (-1.643, -1.941, -0.038)  0.090
H (0.104, -0.714, -1.409)  0.176
H (-1.820, 1.029, -3.976)  0.014
H (-2.377, 1.018, -3.489)  0.003
H (2.152, 0.694, -1.314)  0.180
H (2.035, -1.481, 0.834)  0.089
H (3.488, -0.937, 0.036)  0.099
H (2.277, -1.758, -0.900)  0.092
H (1.452, 2.269, 0.526)  0.091
H (3.025, 1.590, 0.767)  0.096
H (1.668, 0.918, 1.672)  0.081

Forces on the atoms, in the same order (eV/Å):
0.8856 0.2668 -0.2642
-3.0138 0.4790 0.8007
0.9407 0.2469 -0.2729
0.2064 -2.4087 1.4904
1.5357 1.6392 -2.4197
0.3337 0.2002 1.2328
0.0348 -0.4576 -0.1871
-0.0410 0.0657 -0.1376
-0.0611 -0.0458 -0.1543
0.0056 0.0069 -0.0248
0.0027 -0.0098 0.0272
0.2517 0.5245 -0.1358
-0.0654 -0.1845 -0.0517
-0.0002 0.0537 0.0094
-0.0324 -0.0446 -0.1932
-0.4702 -0.4117 0.3953
0.0614 -0.0094 -0.0411
-0.0562 0.0029 0.0526
-0.3378 -0.0656 -0.3969
-0.0778 -0.0247 0.0473
0.0089 0.3119 0.0082
-0.1116 -0.0159 0.0291
-0.1993 -0.0496 0.0141
0.1841 -0.1842 0.0227
0.0155 0.1143 0.1495

Values from the calculation:
frontier orbital gap (alpha / beta)	9.984 / 9.226	eV
relative energy (zero: lowest compared OMol25 entry of this formula, charge and spin)	256.60	kJ/mol
2S+1	2
HOMO level (alpha / beta)	-15.6 / -16.1	eV
E_LUMO (alpha / beta)	-5.634 / -6.880	eV
total charge	+1

---

C7H17N2S2 | ωB97M-V/def2-TZVPD

Last column: Löwdin charge in e.
Atoms and positions in Å:
C (-1.986, 2.172, -0.592)  -0.050
C (-1.766, 0.706, -0.136)  -0.739
S (-1.555, 0.362, 1.754)  0.792
C (-0.444, -0.153, -0.978)  -0.077
N (0.712, -0.270, -0.115)  -0.209
C (1.860, 0.604, -0.285)  -0.096
C (2.931, -0.062, 0.514)  -0.119
C (2.468, -1.539, 0.765)  -0.116
C (1.148, -1.687, -0.002)  -0.111
N (-2.940, 0.097, -0.547)  -0.526
S (-3.179, -1.509, -0.117)  0.728
H (-2.574, 2.778, -0.004)  0.061
H (-2.317, 2.267, -1.562)  0.063
H (-0.958, 2.633, -0.572)  0.099
H (-0.642, 1.314, 2.029)  -0.112
H (-0.096, 0.454, -1.933)  0.167
H (-0.966, -1.166, -1.324)  0.125
H (0.170, -0.334, 0.827)  0.071
H (1.460, 1.516, 0.098)  0.135
H (1.986, 0.568, -1.294)  0.110
H (3.158, 0.556, 1.516)  0.167
H (3.940, -0.216, 0.152)  0.110
H (3.353, -2.098, 0.693)  0.107
H (2.040, -1.733, 1.714)  0.100
H (1.470, -2.003, -0.953)  0.124
H (0.523, -2.439, 0.398)  0.134
H (-3.672, 0.544, -1.071)  0.099
H (-4.124, -1.361, 1.025)  -0.038

Forces on the atoms, in the same order (eV/Å):
5.1441 -0.7511 1.3946
0.7733 0.2214 -1.3186
0.2425 0.4259 -1.0985
-2.6574 1.9297 -2.3397
-3.4942 -4.2070 2.2415
-0.8124 -0.4551 2.2240
1.3863 0.3486 3.7898
-1.7156 2.0882 1.2233
4.2115 -0.2007 -2.0670
-0.8299 -2.1059 0.3231
-2.1804 -0.1744 1.5913
-1.5053 0.8400 1.8059
-0.7055 -0.3613 -2.3200
-0.9478 0.0002 -0.1161
-0.1985 0.1727 -0.0950
-1.0919 -1.1907 1.8453
1.6660 2.1309 1.0025
0.9868 1.7057 -0.2030
0.6163 1.2345 -0.1119
0.8387 0.6041 -2.9250
-0.8238 -1.5114 -1.9940
-0.1211 0.8781 -1.0443
0.3877 -1.6899 -0.8700
0.6708 0.3775 1.9140
-0.3709 -0.4623 -1.7555
-1.3801 0.0025 0.6179
0.2425 0.3477 0.0857
1.6685 -0.1977 -1.8001

Values from the calculation:
frontier orbital gap	9.942	eV
relative energy (zero: lowest compared OMol25 entry of this formula, charge and spin)	221.41	kJ/mol
HOMO level	-12.5	eV
E_LUMO	-2.597	eV
total charge	+1

---

C7H17N5OS | ωB97M-V/def2-TZVPD

Last column: Löwdin charge in e.
Atoms and positions in Å:
C (-0.904, 0.119, 1.063)  -0.169
C (-0.991, 2.077, -0.350)  -0.265
C (0.505, -0.075, 0.677)  -0.123
C (0.138, -2.505, 0.399)  -0.068
C (2.149, -1.470, -0.649)  -0.024
C (-0.118, -1.085, -1.605)  -0.024
C (0.685, -1.372, -0.265)  -0.560
N (0.273, 2.039, -0.456)  0.192
N (-1.644, 1.115, 0.498)  0.015
N (-1.784, 2.963, -0.991)  0.281
N (1.025, 1.132, 0.088)  0.124
N (-2.950, 1.186, 0.951)  0.101
O (-1.514, -0.604, 1.916)  0.275
S (4.131, 1.079, 1.546)  0.316
H (1.089, -0.252, 1.641)  0.206
H (-0.977, -2.567, 0.293)  0.118
H (0.345, -2.650, 1.486)  0.129
H (0.565, -3.426, -0.028)  0.128
H (2.541, -0.466, -0.931)  0.081
H (2.844, -1.966, 0.145)  0.148
H (2.185, -2.277, -1.335)  0.093
H (-1.298, -0.928, -1.585)  0.130
H (-0.077, -2.063, -2.133)  0.108
H (0.399, -0.331, -2.264)  0.104
H (-1.423, 3.731, -1.395)  0.092
H (-2.850, 3.029, -1.126)  0.202
H (1.835, 1.032, -0.447)  0.098
H (-3.748, 0.821, 0.374)  0.168
H (-3.244, 2.143, 1.352)  0.188
H (-2.417, -0.341, 1.965)  0.126
H (5.231, 1.914, 1.166)  -0.189

Forces on the atoms, in the same order (eV/Å):
-1.3518 1.1522 -0.1113
-4.1296 -0.2102 0.4909
0.8094 -0.7551 1.9546
-1.7983 -3.5911 2.0511
1.2671 -0.3130 2.5462
-0.9294 -0.5917 -0.5591
-0.2762 3.5921 -1.7914
2.1930 1.1963 -1.2293
0.2925 -0.2519 -0.3791
-2.7248 -2.9693 1.7624
-2.5343 0.0180 0.0866
-2.2735 1.8985 0.6981
3.3050 -1.0955 -0.4380
1.4057 1.0705 -0.5739
-0.5960 -0.0257 -1.0524
0.9515 -0.1125 0.0389
0.0896 0.5531 -0.6662
-0.3411 0.1993 -0.1563
0.2690 -1.4090 -0.4778
-1.3189 1.4612 -0.6655
0.2628 -0.0723 -1.7071
2.4534 0.0775 0.5047
0.1585 0.6810 0.0320
-0.6948 -0.6438 0.6466
2.4329 3.0845 -1.8236
2.1719 -1.0678 0.9485
2.1402 0.0415 -0.3572
1.5462 0.2864 0.0198
1.0086 -1.9362 -0.7071
-2.3403 0.8188 0.3637
-1.4482 -1.0858 0.5512

Values from the calculation:
frontier orbital gap (alpha / beta)	5.153 / 6.759	eV
relative energy (zero: lowest compared OMol25 entry of this formula, charge and spin)	0.00	kJ/mol
HOMO level (alpha / beta)	-15.6 / -15.2	eV
E_LUMO (alpha / beta)	-10.450 / -8.405	eV
total charge	+2